<one>
Computed, not measured: the molecule C2H5N3OS2, with ωB97M-V/def2-TZVPD.

Summary:
Net charge: 0
Frontier orbital gap (eV): 9.268
Structure (SMILES): [H]/N=C/N(O)C(=S)NS
Highest occupied orbital energy (eV): -8.753

```
13
Properties=species:S:1:pos:R:3:lowdin_charge:R:1
H -0.1801 0.8225 -2.9328 0.04
N -0.3079 0.4898 -2.0181 0.09
C 0.7323 0.7346 -1.3054 -0.17
N 0.8422 0.3689 0.0169 -0.15
O 2.0536 0.7568 0.5618 -0.02
C -0.0716 -0.2957 0.8168 -0.82
S 0.3234 -0.6176 2.4244 0.66
N -1.2165 -0.6216 0.2206 -0.38
S -2.5390 -1.4548 0.9539 0.76
H 1.6229 1.2633 -1.6294 0.14
H 1.9792 0.4472 1.4755 0.00
H -1.3377 -0.3645 -0.7404 0.03
H -1.9009 -1.5289 2.1561 -0.19
```

---

<two>
Computed, not measured: the molecule C2H5N3OS2, with ωB97M-V/def2-TZVPD.

Summary:
Net charge: 0
Frontier orbital gap (eV): 8.132
Structure (SMILES): N/C(=N\S)C(=S)NO
Highest occupied orbital energy (eV): -8.754

```
13
Properties=species:S:1:pos:R:3:lowdin_charge:R:1
N 0.2682 -1.8764 0.3133 0.08
C 0.1517 -0.5876 0.0858 -0.73
N 0.9910 0.2728 -0.0016 -0.29
S 2.6400 -0.2723 -0.2513 0.77
C -1.1455 -0.0267 0.1277 -0.76
S -2.4888 -0.8866 -0.4036 0.66
N -1.3820 1.2724 0.2946 0.00
O -0.4325 2.4326 -0.0979 -0.05
H 0.9678 -2.4160 -0.1681 0.07
H -0.6648 -2.4906 0.8923 0.24
H 2.9163 0.9868 -0.6349 -0.14
H -2.2369 1.6336 -0.1619 0.12
H 0.4155 1.9580 0.0057 0.03
```

---

How do the energies compare? Relative to the most stable structure, in kcal/mol: <one> 0.0; <two> 52.6.